w:
A 2-piece molecular cluster, C10H16S overall, computed with ωB97M-V/def2-TZVPD.

Summary:
* lowest unoccupied orbital energy (spin up / spin down): 0.22 / -0.02 eV
* HOMO (spin up / spin down): -6.702 / -6.616 eV

Geometry (Å):
C -1.86 -3.62 0.36
C -0.21 1.95 2.23
C -0.87 -2.82 0.96
C -0.94 -1.41 0.89
C -0.18 -0.55 1.69
C -0.05 0.77 1.70
C 2.53 0.83 -0.22
C 0.51 2.20 -0.96
C -0.72 0.02 -2.47
C 1.11 0.91 -0.53
S 0.50 -0.53 -1.29
H -1.86 -4.66 0.45
H -2.78 -3.25 -0.20
H -0.02 2.94 1.85
H -0.91 2.22 3.08
H -0.02 -3.25 1.49
H -1.59 -1.05 0.11
H 0.54 -1.18 2.41
H 2.72 1.57 0.56
H 2.80 -0.12 0.03
H 3.09 1.07 -1.15
H 0.70 2.93 -0.19
H 0.99 2.66 -1.85
H -0.52 2.13 -0.93
H -1.16 -0.96 -2.95
H -0.40 0.72 -3.22
H -1.40 0.48 -1.84


x:
A 2-piece molecular cluster, C10H16S overall, computed with ωB97M-V/def2-TZVPD.

Summary:
* lowest unoccupied orbital energy: 0.94 eV
* SMILES: Cc1ccccc1.CCSC
* HOMO: -8.415 eV

Geometry (Å):
C -3.28 -0.58 3.26
C -1.90 -0.25 2.68
C -1.62 0.97 2.08
C -0.25 1.44 2.05
C 0.77 0.62 2.47
C 0.48 -0.71 2.95
C -0.84 -1.17 3.08
H -3.37 -1.48 3.87
H -3.99 -0.70 2.49
H -3.72 0.18 3.94
H -2.48 1.57 1.78
H -0.07 2.34 1.58
H 1.77 0.88 2.42
H 1.37 -1.28 3.31
H -0.87 -2.20 3.16
C 0.94 1.66 -3.48
C 0.47 0.10 -3.57
S 1.18 -1.08 -2.35
C 2.72 -1.41 -3.22
H 2.03 1.74 -3.20
H 0.34 2.07 -2.70
H 0.78 2.08 -4.52
H -0.60 0.02 -3.40
H 0.81 -0.26 -4.57
H 2.53 -1.89 -4.19
H 3.36 -0.48 -3.28
H 3.46 -2.16 -2.68


Energy above the most stable structure, in kcal/mol: w 101.8; x 0.0


w:
One molecule with the formula C2H4N2O2, computed with ωB97M-V/def2-TZVPD.

Summary:
* lowest unoccupied orbital energy: 0.54 eV
* SMILES: NN(C=O)C=O
* HOMO: -10.032 eV

Geometry (Å):
N -0.95 0.96 0.03
N 0.04 -0.03 -0.06
C 0.05 -0.99 0.95
O 0.92 -1.82 1.04
C 0.94 0.15 -1.15
O 2.01 -0.46 -1.21
H -0.73 1.48 0.90
H -1.96 0.65 -0.12
H -0.84 -0.79 1.56
H 0.51 0.85 -1.95


x:
A 2-piece molecular cluster, C2H4N2O2 overall, computed with ωB97M-V/def2-TZVPD.

Summary:
* lowest unoccupied orbital energy (spin up / spin down): -2.67 / -0.82 eV
* HOMO (spin up / spin down): -10.805 / -10.320 eV

Geometry (Å):
C 0.81 0.39 0.27
C -0.17 -0.61 0.23
N 2.04 0.35 0.72
N -1.51 -0.26 0.01
O -1.87 0.69 -0.68
O -2.28 -0.99 0.61
H 0.23 1.34 -0.17
H 0.34 -0.69 -2.29
H -0.04 -1.56 0.50
H 2.45 1.34 0.82


y:
C2H4N2O2 as an isolated structure, computed with ωB97M-V/def2-TZVPD.

Summary:
* lowest unoccupied orbital energy: -0.27 eV
* HOMO: -10.073 eV

Geometry (Å):
C 0.13 0.17 0.17
C -1.10 -0.50 -0.12
N 0.98 -0.30 0.97
N -0.92 -1.53 -1.67
O 0.19 -1.55 -2.05
O -1.91 -2.04 -2.03
H 0.42 1.05 -0.62
H -1.35 -1.41 0.42
H -2.06 -0.15 -0.53
H 1.91 0.06 0.88


z:
C2H4N2O2 as an isolated structure, computed with ωB97M-V/def2-TZVPD.

Summary:
* lowest unoccupied orbital energy: 0.84 eV
* HOMO: -10.234 eV

Geometry (Å):
N -0.93 1.28 -1.00
C -0.72 0.49 0.08
O -1.44 0.45 1.06
N 0.45 -0.28 -0.03
C 0.86 -1.12 0.90
O 1.96 -1.63 0.50
H -1.79 1.79 -1.05
H -0.37 1.20 -1.83
H 1.61 -0.81 -0.47
H 0.37 -1.36 1.84


Energy above the most stable structure, in kcal/mol: w 12.8; x 169.9; y 93.8; z 0.0


w:
A 2-piece molecular cluster, C2H4N2O2 overall, computed with ωB97M-V/def2-TZVPD.

Summary:
* lowest unoccupied orbital energy: 0.14 eV
* HOMO: -10.254 eV

Geometry (Å):
C 0.92 0.11 0.07
C -2.47 -0.25 0.13
H 2.87 -0.58 0.28
H 1.64 -1.83 -0.14
H -2.35 -1.46 0.97
H -3.41 0.33 -0.15
N 1.88 -0.80 -0.26
N -1.44 0.52 -0.43
O 1.24 1.28 0.21
O -0.31 -0.49 0.13


x:
A 2-piece molecular cluster, C2H4N2O2 overall, computed with ωB97M-V/def2-TZVPD.

Summary:
* lowest unoccupied orbital energy: 0.45 eV
* HOMO: -9.412 eV

Geometry (Å):
C 0.93 -0.09 0.07
C -2.44 0.12 0.56
N 1.39 0.55 -1.01
N -1.52 0.66 1.17
O 1.39 -1.37 0.19
O -3.47 -0.26 0.10
H 1.36 1.61 -1.02
H 2.02 0.31 -1.80
H 0.82 -1.89 0.83
H -0.47 0.37 0.92


Energy above the most stable structure, in kcal/mol: w 70.1; x 0.0


w:
An isolated ion of composition C5H6N and charge +1, computed with ωB97M-V/def2-TZVPD.

Summary:
* lowest unoccupied orbital energy (spin up / spin down): -5.21 / -5.21 eV
* HOMO (spin up / spin down): -13.280 / -13.278 eV
* charge: +1

Geometry (Å):
C 0.85 -1.78 -0.12
C -0.26 -1.72 0.78
C 1.17 -0.52 -0.54
C -0.55 -0.42 0.69
C 0.18 0.72 0.33
N -0.53 1.70 -0.56
H 1.17 -2.71 -0.54
H -0.91 -2.36 1.29
H 0.97 1.10 1.06
H -1.55 1.55 -0.48
H -0.19 1.70 -1.56
H -0.35 2.74 -0.36


x:
C5H6N as an isolated structure, computed with ωB97M-V/def2-TZVPD.

Summary:
* lowest unoccupied orbital energy (spin up / spin down): -6.01 / -6.01 eV
* HOMO (spin up / spin down): -14.709 / -14.709 eV
* charge: +1

Geometry (Å):
C -1.57 0.11 0.51
C -0.60 0.80 0.11
C 1.91 -0.83 -0.59
C -2.72 -0.27 0.94
C 0.60 1.21 -0.56
N 1.02 -0.07 -0.20
H 2.68 -0.38 -1.09
H 1.95 -1.87 -0.16
H -3.52 -0.60 0.21
H -3.13 -0.42 1.97
H 0.56 1.26 -1.56
H 1.27 1.96 -0.14


Energy above the most stable structure, in kcal/mol: w 33.0; x 0.0


w:
A 2-piece molecular cluster, C5H12NO overall, computed with ωB97M-V/def2-TZVPD.

Summary:
* lowest unoccupied orbital energy (spin up / spin down): -10.97 / -13.77 eV
* HOMO (spin up / spin down): -19.031 / -19.030 eV
* 2S+1: 2
* charge: +2

Geometry (Å):
C 1.57 -0.29 1.05
C 0.13 -0.58 1.58
C -0.83 0.10 0.77
C -1.56 1.19 1.17
C -0.75 -1.46 -1.00
N -0.96 -0.25 -0.62
H 1.98 0.53 1.80
H 2.30 -1.08 1.21
H 1.62 0.24 0.03
H -0.06 -1.60 1.68
H -0.04 -0.39 2.62
H -1.48 1.48 2.17
H -2.27 1.65 0.49
H -1.20 -1.84 -1.95
H -0.10 -2.09 -0.49
H -1.17 0.41 -1.38
H 0.92 0.68 -3.45
H 0.99 2.09 -3.01
O 0.90 1.20 -2.67


x:
An isolated ion of composition C5H12NO and charge +2, computed with ωB97M-V/def2-TZVPD.

Summary:
* lowest unoccupied orbital energy (spin up / spin down): -7.77 / -14.51 eV
* HOMO (spin up / spin down): -20.396 / -20.388 eV
* 2S+1: 2
* charge: +2

Geometry (Å):
O 2.30 -1.30 -0.25
C 1.56 -0.16 -0.43
C 0.61 0.14 0.73
N -0.25 1.32 0.28
C -1.27 0.73 -0.68
C -1.57 -0.64 -0.13
C -0.47 -0.90 0.94
H 3.03 -1.42 -0.93
H 1.08 -0.26 -1.44
H 2.28 0.68 -0.61
H 1.19 0.37 1.62
H 0.23 2.16 -0.10
H -0.65 1.79 1.10
H -2.11 1.42 -0.74
H -0.76 0.72 -1.65
H -2.56 -0.71 0.32
H -1.57 -1.36 -0.95
H -0.13 -1.93 1.01
H -0.93 -0.65 1.90


Energy above the most stable structure, in kcal/mol: w 30.3; x 0.0


w:
One molecule with the formula C6H12, computed with ωB97M-V/def2-TZVPD.

Summary:
* lowest unoccupied orbital energy: 1.23 eV
* SMILES: CC1CCCC1
* HOMO: -9.626 eV

Geometry (Å):
C -1.05 -0.55 2.00
C -0.61 0.04 0.62
C -0.43 -0.98 -0.47
C 0.21 -0.30 -1.67
C 1.08 1.15 -1.16
C 1.03 0.95 0.35
H -0.57 -1.52 2.23
H -2.14 -0.75 2.12
H -0.80 0.14 2.81
H -1.31 0.83 0.34
H -1.25 -1.37 -1.09
H 0.07 -1.87 -0.06
H 0.79 -1.09 -2.20
H -0.56 0.08 -2.34
H 2.00 1.00 -1.71
H 0.71 2.17 -1.45
H 1.85 0.28 0.64
H 1.00 1.85 0.97


x:
One molecule with the formula C6H12, computed with ωB97M-V/def2-TZVPD.

Summary:
* lowest unoccupied orbital energy: 1.22 eV
* SMILES: CC[C@H]1C[C@H]1C
* HOMO: -9.815 eV

Geometry (Å):
C 1.53 0.70 0.61
C 1.49 -0.48 -0.37
C 0.09 -1.05 -0.58
C -0.83 -1.25 0.59
C -1.19 -0.25 -0.48
C -1.41 1.26 -0.23
H 1.87 1.63 0.14
H 0.54 0.89 0.99
H 2.16 0.52 1.48
H 2.13 -1.28 0.00
H 1.90 -0.18 -1.35
H 0.08 -1.86 -1.32
H -0.49 -0.86 1.54
H -1.39 -2.18 0.68
H -1.96 -0.60 -1.17
H -2.27 1.37 0.44
H -1.65 1.75 -1.18
H -0.61 1.86 0.21


y:
One molecule with the formula C6H12, computed with ωB97M-V/def2-TZVPD.

Summary:
* lowest unoccupied orbital energy: 1.13 eV
* SMILES: C[C@H]1CC1(C)C
* HOMO: -9.653 eV

Geometry (Å):
C 2.05 0.23 -0.42
C 0.82 -0.63 -0.26
C 0.23 -0.80 1.11
C -0.54 -0.05 0.06
C -0.73 1.45 0.20
C -1.75 -0.77 -0.50
H 2.09 1.01 0.35
H 2.95 -0.38 -0.30
H 2.09 0.71 -1.40
H 0.81 -1.51 -0.91
H 0.70 -0.24 1.92
H -0.16 -1.78 1.41
H -1.40 1.83 -0.59
H 0.20 2.01 0.13
H -1.20 1.70 1.16
H -1.58 -1.85 -0.55
H -1.98 -0.41 -1.51
H -2.63 -0.59 0.13


Energy above the most stable structure, in kcal/mol: w 33.8; x 13.8; y 0.0


w:
One molecule with the formula C6H12, computed with ωB97M-V/def2-TZVPD.

Summary:
* lowest unoccupied orbital energy: 1.11 eV
* HOMO: -7.775 eV

Geometry (Å):
C 1.89 1.01 -0.55
C 1.23 -0.16 0.18
C 0.01 -0.67 -0.58
C -0.93 -1.64 0.14
C -1.31 0.03 -0.61
C -1.56 0.98 0.55
H 2.18 0.73 -1.57
H 1.20 1.86 -0.63
H 2.78 1.36 -0.03
H 0.97 0.13 1.20
H 1.95 -0.98 0.27
H 0.30 -1.05 -1.56
H -0.82 -1.66 1.23
H -1.02 -2.62 -0.32
H -1.98 -1.19 -0.17
H -2.63 1.06 0.78
H -1.26 1.97 0.16
H -1.01 0.83 1.49


x:
C6H12 as an isolated structure, computed with ωB97M-V/def2-TZVPD.

Summary:
* lowest unoccupied orbital energy: 1.05 eV
* HOMO: -7.626 eV

Geometry (Å):
C 0.61 -1.50 -1.82
C -0.30 -1.28 -0.62
C -0.69 0.14 -0.37
C -1.18 0.44 1.04
C -0.25 1.61 1.37
C 0.93 1.14 0.53
H 0.19 -1.02 -2.71
H 1.61 -1.08 -1.64
H 0.74 -2.57 -2.03
H -1.28 -1.75 -0.81
H 0.10 -1.81 0.27
H 0.33 0.93 -0.55
H -2.25 0.67 1.08
H -0.99 -0.39 1.75
H -0.03 1.76 2.43
H -0.64 2.54 0.97
H 1.46 0.27 0.94
H 1.64 1.89 0.17


Energy above the most stable structure, in kcal/mol: w 0.0; x 7.5


w:
One molecule with the formula FNO4S, computed with ωB97M-V/def2-TZVPD.

Summary:
* lowest unoccupied orbital energy: -0.58 eV
* HOMO: -12.200 eV

Geometry (Å):
N -1.09 -0.55 0.56
O -1.27 -0.86 1.65
O -1.85 -0.07 -0.23
O 1.87 0.93 0.34
O 0.20 -0.79 -0.06
F 0.66 1.25 -1.59
S 1.48 0.08 -0.67


x:
One molecule with the formula FNO4S, computed with ωB97M-V/def2-TZVPD.

Summary:
* lowest unoccupied orbital energy: -1.05 eV
* SMILES: O=NOS(=O)(=O)F
* HOMO: -11.506 eV

Geometry (Å):
O -1.08 -1.53 0.65
N -0.34 -0.97 1.40
O 0.57 -0.22 0.87
S 0.32 0.72 -0.60
O -0.94 1.33 -0.56
O 1.61 1.38 -0.83
F 0.18 -0.41 -1.66


Energy above the most stable structure, in kcal/mol: w 29.5; x 0.0


w:
One molecule with the formula C3H7NO2S, computed with ωB97M-V/def2-TZVPD.

Summary:
* lowest unoccupied orbital energy: 0.63 eV
* SMILES: N[C@@H](CS)C(=O)O
* HOMO: -8.959 eV

Geometry (Å):
N -1.19 1.06 -0.21
C -0.43 -0.12 0.02
C 0.99 -0.07 -0.54
S 1.04 0.54 -2.30
C -0.42 -0.59 1.45
O 0.49 -1.19 1.94
O -1.58 -0.34 2.10
H -1.89 1.33 0.45
H -0.93 1.79 -0.84
H -0.91 -0.98 -0.49
H 1.60 0.68 -0.03
H 1.44 -1.05 -0.53
H 1.47 -0.60 -2.83
H -1.65 -0.99 2.82


x:
One molecule with the formula C3H7NO2S, computed with ωB97M-V/def2-TZVPD.

Summary:
* lowest unoccupied orbital energy: 0.68 eV
* SMILES: N[C@H](CS)C(=O)O
* HOMO: -9.429 eV

Geometry (Å):
N 0.50 -0.56 -1.51
C 0.47 0.33 -0.37
C 0.22 -0.28 1.02
S 0.83 -1.99 1.24
C -0.69 1.29 -0.61
O -1.61 1.21 -1.37
O -0.50 2.37 0.21
H -0.34 -1.09 -1.65
H 1.31 -1.16 -1.49
H 1.34 0.96 -0.43
H -0.78 -0.28 1.42
H 0.84 0.26 1.75
H 0.05 -2.62 0.35
H -1.19 3.02 0.12


Energy above the most stable structure, in kcal/mol: w 3.7; x 0.0


w:
A 2-piece molecular cluster, ClH2PS overall, computed with ωB97M-V/def2-TZVPD.

Summary:
* lowest unoccupied orbital energy (spin up / spin down): -3.27 / -3.28 eV
* HOMO (spin up / spin down): -8.502 / -8.494 eV

Geometry (Å):
P 1.55 0.36 0.66
S -1.76 -0.69 -0.01
Cl -2.46 1.08 -0.52
H 1.33 -0.98 0.55
H 1.34 0.23 -0.68


x:
A 2-piece molecular cluster, ClH2PS overall, computed with ωB97M-V/def2-TZVPD.

Summary:
* lowest unoccupied orbital energy: -1.45 eV
* SMILES: P=S.Cl
* HOMO: -8.914 eV

Geometry (Å):
P -2.21 -2.78 -1.07
S -2.35 -1.03 -1.85
H -1.05 -3.28 -1.52
Cl 0.14 1.87 1.20
H 1.38 1.99 0.83


y:
A 2-piece molecular cluster, ClH2PS overall, computed with ωB97M-V/def2-TZVPD.

Summary:
* lowest unoccupied orbital energy (spin up / spin down): -3.83 / -3.82 eV
* HOMO (spin up / spin down): -10.039 / -10.051 eV

Geometry (Å):
P 0.63 0.08 -0.52
S -0.62 0.29 1.11
Cl -3.11 -0.43 -0.40
H 1.50 1.07 0.18
H 1.60 -1.01 -0.37


Energy above the most stable structure, in kcal/mol: w 70.8; x 0.0; y 49.9


w:
One molecule with the formula C17H18N2O4, computed with ωB97M-V/def2-TZVPD.

Summary:
* lowest unoccupied orbital energy: -0.32 eV
* SMILES: Cc1c(NC(=O)CCCOc2ccccc2)cccc1[N+](=O)[O-]
* HOMO: -8.705 eV

Geometry (Å):
C -1.70 0.99 2.97
C -0.29 1.05 3.50
C 0.78 1.27 2.61
N 0.48 1.52 1.27
C 1.32 1.59 0.19
O 2.52 1.45 0.24
C 0.56 1.82 -1.11
C -0.13 0.54 -1.56
C -0.84 0.74 -2.90
O -1.58 -0.40 -3.29
C -0.94 -1.49 -3.81
C -1.76 -2.58 -4.09
C -1.24 -3.73 -4.64
C 0.12 -3.81 -4.92
C 0.93 -2.73 -4.64
C 0.42 -1.57 -4.09
C 2.09 1.26 3.06
C 2.38 1.02 4.39
C 1.35 0.81 5.28
C 0.03 0.84 4.84
N -0.97 0.64 5.85
O -0.67 -0.08 6.79
O -2.04 1.21 5.74
H -2.40 0.67 3.73
H -1.76 0.30 2.13
H -2.02 1.98 2.65
H -0.51 1.64 1.07
H 1.29 2.13 -1.86
H -0.17 2.63 -0.99
H -0.88 0.22 -0.83
H 0.60 -0.26 -1.65
H -1.59 1.53 -2.81
H -0.13 1.03 -3.68
H -2.82 -2.49 -3.87
H -1.89 -4.56 -4.85
H 0.53 -4.71 -5.35
H 1.99 -2.78 -4.86
H 1.08 -0.75 -3.90
H 2.89 1.43 2.35
H 3.40 1.01 4.73
H 1.54 0.63 6.33


x:
C17H18N2O4 as an isolated structure, computed with ωB97M-V/def2-TZVPD.

Summary:
* lowest unoccupied orbital energy: 0.57 eV
* HOMO: -8.309 eV

Geometry (Å):
C 5.29 -0.62 -1.66
O 4.24 -1.57 -1.30
C 3.35 -1.29 -0.23
C 3.45 -0.03 0.31
C 2.59 0.21 1.14
C 1.81 -0.72 1.78
C 1.91 -1.89 1.21
C 2.60 -2.40 0.09
O 2.72 -3.58 -0.56
C 1.81 -4.47 -0.20
H 1.95 -4.96 1.04
H 0.80 -4.38 -0.29
H 2.07 -5.30 -1.04
H 0.99 -2.79 1.59
C 0.68 -0.61 2.78
C -0.55 -0.43 2.28
O -1.35 -1.29 2.01
O -0.78 0.79 1.72
N -2.25 0.86 1.05
C -2.04 1.86 0.25
N -1.00 2.53 -0.23
H -0.88 3.10 -0.86
H -0.15 2.32 0.35
C -3.27 2.11 -0.42
C -3.79 3.04 -1.17
C -4.94 3.51 -1.80
C -5.68 2.55 -2.08
C -5.55 1.10 -1.31
C -4.14 1.06 -0.66
H -4.01 0.14 -0.27
H -6.22 0.29 -1.46
H -6.67 2.51 -2.58
H -5.12 4.46 -2.17
H -2.92 4.18 -1.10
H 0.75 -1.31 3.57
H 0.78 0.36 3.54
H 2.50 1.07 1.73
H 4.24 0.89 0.25
H 6.00 -0.42 -0.87
H 4.90 0.13 -1.97
H 5.89 -1.01 -2.46


Energy above the most stable structure, in kcal/mol: w 0.0; x 323.0


w:
A 2-piece molecular cluster, C5H10O overall, computed with ωB97M-V/def2-TZVPD.

Summary:
* lowest unoccupied orbital energy: 1.04 eV
* SMILES: C=CC.CC=O
* HOMO: -9.727 eV

Geometry (Å):
C -0.24 -0.77 1.35
C -1.25 -0.23 0.68
C -1.56 1.24 0.66
H -0.06 -1.84 1.36
H 0.47 -0.15 1.89
H -1.92 -0.87 0.10
H -0.67 1.84 0.86
H -2.31 1.47 1.43
H -1.98 1.57 -0.30
C 1.13 0.22 -1.43
C 1.65 -1.02 -0.75
O 2.61 -1.04 -0.02
H 0.04 0.21 -1.45
H 1.49 0.22 -2.47
H 1.50 1.11 -0.92
H 1.10 -1.96 -0.98


x:
A 2-piece molecular cluster, C5H10O overall, computed with ωB97M-V/def2-TZVPD.

Summary:
* lowest unoccupied orbital energy: 1.12 eV
* SMILES: C1=CC1.CCO
* HOMO: -9.621 eV

Geometry (Å):
C -0.57 1.55 -1.19
C 0.67 1.36 -1.53
C 0.45 2.23 -0.31
H -1.61 1.47 -1.43
H 1.35 1.03 -2.30
H 0.55 3.31 -0.42
H 0.65 1.85 0.70
C 0.39 -1.55 1.53
C -0.91 -0.94 1.05
O -1.02 -1.07 -0.36
H 0.42 -1.49 2.63
H 1.22 -0.99 1.10
H 0.43 -2.58 1.18
H -1.75 -1.48 1.49
H -0.96 0.11 1.40
H -0.32 -0.54 -0.75


y:
One molecule with the formula C5H10O, computed with ωB97M-V/def2-TZVPD.

Summary:
* lowest unoccupied orbital energy: 1.01 eV
* SMILES: C[C@H]1C[C@@H](O)C1
* HOMO: -9.948 eV

Geometry (Å):
C 0.79 -0.99 1.61
C 0.44 0.18 0.69
C 0.83 0.13 -0.77
C -0.44 0.76 -1.14
O -0.98 0.40 -2.38
C -1.02 0.20 0.15
H 0.71 -1.95 1.12
H 1.79 -0.91 2.07
H 0.11 -1.01 2.48
H 0.61 1.20 1.04
H 1.80 0.50 -1.15
H 0.74 -0.96 -1.05
H -0.34 1.89 -1.07
H -1.93 0.68 -2.26
H -1.79 0.76 0.69
H -1.32 -0.88 -0.03


Energy above the most stable structure, in kcal/mol: w 3.2; x 48.8; y 0.0